# 1
Here is a single C27H29N3O5S molecule in a non-equilibrium geometry from the Open Molecules 2025 dataset. Energies are from ωB97M-V/def2-TZVPD.

Output
HOMO, Eh: -0.2989
SMILES: Cc1ccc(S(=O)(=O)N(C)c2ccc(C(=O)N3CCN(Cc4ccc5c(c4)OCO5)CC3)cc2)cc1
LUMO, Eh: 0.018
Relative energy (zero: lowest compared OMol25 entry of this formula, charge and spin), eV: 2.282
Orbital gap, eV: 8.62

Structure (ORCA input):
```
! RIJCOSX wB97M-V def2-TZVPD def2/J DEFGRID3
* xyz 0 1
S 1.747 3.798 -3.343
O 2.798 4.754 -3.516
O -3.674 0.736 0.622
O 0.642 -3.770 5.673
O 1.056 3.328 -4.504
O 0.574 -1.496 5.303
N 0.624 4.481 -2.266
N -1.475 -2.818 -0.216
N -2.954 -0.700 -0.957
C 3.258 2.591 -1.397
C -0.295 3.547 -1.765
C -2.009 -1.131 -1.966
C 2.946 0.309 -0.676
C -0.196 -2.535 1.850
C -2.050 1.557 -0.887
C 0.034 -1.633 2.893
C 1.688 1.175 -2.544
C -0.384 3.234 -0.410
C 2.313 2.398 -2.385
C -0.474 -2.013 0.465
C -2.964 0.510 -0.343
C -3.736 -1.778 -0.386
C 3.572 1.545 -0.546
C -2.004 1.914 -2.232
C 0.309 -2.156 4.132
C -1.258 2.254 0.018
C 0.125 -4.428 3.339
C 0.764 -2.500 6.277
C 0.353 -3.532 4.355
C 3.258 -0.809 0.269
C -0.146 -3.902 2.079
C 2.013 0.134 -1.694
C 1.177 5.469 -1.371
C -1.141 2.900 -2.666
C -2.807 -2.743 0.377
C -1.540 -2.568 -1.637
H -2.703 -2.425 1.415
H 1.767 -2.398 6.721
H -1.156 -0.449 -1.977
H 3.748 3.549 -1.319
H 4.228 -0.665 0.736
H -3.244 -3.748 0.371
H 0.005 -2.394 7.069
H 1.787 6.136 -1.976
H 2.505 -0.853 1.057
H -2.478 -1.116 -2.958
H 0.363 6.029 -0.913
H 0.229 3.744 0.315
H -0.335 -4.567 1.252
H -1.330 2.013 1.068
H 0.969 1.059 -3.339
H -4.470 -1.336 0.287
H -0.556 -2.743 -2.079
H 4.311 1.689 0.229
H 1.806 5.033 -0.587
H -2.232 -3.299 -2.062
H -4.257 -2.294 -1.198
H 1.539 -0.828 -1.822
H 0.447 -2.091 -0.124
H -0.739 -0.946 0.529
H 3.254 -1.767 -0.247
H 0.158 -5.490 3.515
H -0.008 -0.567 2.737
H -1.091 3.170 -3.707
H -2.662 1.434 -2.941
*
```

---

# 2
Here is a single C4H6O2 molecule from the Open Molecules 2025 dataset. Energies are from ωB97M-V/def2-TZVPD.

Output
HOMO, Eh: -0.3657
SMILES: CC(C=O)C=O
LUMO, Eh: 0.016
Relative energy (zero: lowest compared OMol25 entry of this formula, charge and spin), eV: 1.109
Orbital gap, eV: 10.39

Structure (ORCA input):
```
! RIJCOSX wB97M-V def2-TZVPD def2/J DEFGRID3
* xyz 0 1
O 0.456 -1.921 1.239
O 1.821 1.627 0.048
C 0.648 1.340 -0.001
C 0.914 -0.941 0.714
C 0.183 -0.069 -0.317
C -1.329 -0.261 -0.392
H -0.136 2.077 0.269
H -1.700 -0.150 -1.417
H 1.936 -0.566 0.925
H -1.854 0.471 0.235
H -1.607 -1.257 -0.036
H 0.668 -0.349 -1.266
*
```

---

# 3
Here is a gas-phase ion, C3H2NOS2 (charge -1) in a non-equilibrium geometry from the Open Molecules 2025 dataset. Energies are from ωB97M-V/def2-TZVPD.

Output
HOMO, Eh: -0.1440
SMILES: [O-]C1=NC(=S)CS1
LUMO, Eh: 0.122
Relative energy (zero: lowest compared OMol25 entry of this formula, charge and spin), eV: 0.257
Orbital gap, eV: 7.25

Structure (ORCA input):
```
! RIJCOSX wB97M-V def2-TZVPD def2/J DEFGRID3
* xyz -1 1
S -0.096 -0.259 -1.938
S -1.921 0.565 1.781
O -2.467 -0.175 -3.112
N -2.466 0.033 -0.760
C -0.094 -0.054 -0.162
C -1.566 0.151 0.189
C -1.900 -0.098 -2.073
H 0.430 0.854 0.098
H 0.122 -1.019 0.451
*
```

---

# 4
Here is 2 unconnected molecules or ions with the total composition C2H8NO3 in a non-equilibrium geometry from the Open Molecules 2025 dataset. Energies are from ωB97M-V/def2-TZVPD.

Output
HOMO, Eh: -0.5211
LUMO, Eh: -0.151
Relative energy (zero: lowest compared OMol25 entry of this formula, charge and spin), eV: 1.049
Orbital gap, eV: 10.08

Structure (ORCA input):
```
! RIJCOSX wB97M-V def2-TZVPD def2/J DEFGRID3
* xyz 1 1
O 2.148 -0.448 3.427
O -0.464 -1.283 -0.921
O 1.317 0.051 -0.853
N -2.306 0.615 -0.736
C 0.012 -0.176 -0.900
C -0.851 1.069 -0.923
H 1.543 -0.385 4.179
H -2.990 1.311 -1.047
H -0.626 1.639 -0.021
H 2.395 0.479 3.401
H 1.694 -0.834 -0.770
H -0.988 1.560 -1.889
H -2.502 0.448 0.250
H -2.605 -0.201 -1.283
*
```

---

Q: Which of these has the highest relative energy (zero: lowest compared OMol25 entry of this formula, charge and spin)?
A: C27H29N3O5S